Version P
Computed, not measured: a 2-piece molecular cluster, C5H15N3 overall, with ωB97M-V/def2-TZVPD.

Each atom is followed by the atoms it is bonded to, with distances in Å.
Atoms and positions in Å:
1 C -0.8949 1.9184 0.5100  N6 1.378, N7 1.280, H9 1.142
2 C -2.4925 -2.2948 -0.5663  C4 1.550, H10 1.180, H11 1.065, H12 1.130
3 C 3.5686 0.0790 0.6688  N8 1.464, H13 1.090, H14 1.110, H15 1.167
4 C -2.0066 -1.2918 0.5113  C2 1.550, C5 1.504, H16 1.074, H17 1.048
5 C -0.7873 -0.5519 0.0348  C4 1.504, N7 1.282, H18 1.184
6 N -1.5773 2.8074 -0.2923  C1 1.378, H20 1.024, H21 1.059
7 N -0.6060 0.7005 0.2413  C1 1.280, C5 1.282
8 N 2.7740 0.2427 -0.5504  C3 1.464, H19 1.083, H22 1.095, H23 1.105
9 H -0.1695 2.4616 1.2056  C1 1.142
10 H -1.7504 -3.1425 -0.9168  C2 1.180
11 H -3.3614 -2.7481 -0.1484  C2 1.065
12 H -2.7745 -1.7331 -1.5051  C2 1.130
13 H 4.2752 -0.7485 0.6140  C3 1.090
14 H 4.0264 1.0826 0.7948  C3 1.110
15 H 2.6901 -0.0709 1.4216  C3 1.167
16 H -1.8179 -1.9759 1.3178  C4 1.074
17 H -2.6964 -0.6341 0.9476  C4 1.048
18 H 0.0313 -1.2298 -0.4862  C5 1.184
19 H 2.2417 1.1858 -0.5740  N8 1.083
20 H -1.7540 3.7326 0.1089  N6 1.024
21 H -2.1728 2.4525 -1.0931  N6 1.059
22 H 3.2723 0.2678 -1.5250  N8 1.095
23 H 1.9820 -0.5096 -0.7190  N8 1.105

Gap between HOMO and LUMO: 0.380 hartree
Net charge: +2
E_HOMO: -18.243 eV

=====

Version Q
Computed, not measured: an isolated ion of composition C5H15N3 and charge +2, with ωB97M-V/def2-TZVPD.

Each atom is followed by the atoms it is bonded to, with distances in Å.
Atoms and positions in Å:
1 C -1.2512 1.4481 -2.1886  C2 1.492, H9 1.080, H10 1.105, H11 1.107
2 C -1.5862 0.7870 -0.8941  C1 1.492, N3 1.517, C4 1.553, H12 1.090
3 N -2.9145 0.0564 -0.9519  C2 1.517, H13 1.027, H14 1.022, H15 1.017
4 C -0.4646 -0.1996 -0.4690  C2 1.553, C5 1.543, H16 1.098, H17 1.093
5 C 0.6413 0.6403 0.2044  C4 1.543, N6 1.469, H18 1.096, H19 1.078
6 N 1.8186 0.0009 0.8062  C5 1.469, C7 1.303, H20 1.010
7 C 1.7023 -0.9495 1.6904  N6 1.303, N8 1.308, H21 1.086
8 N 2.6780 -1.7301 2.0753  C7 1.308, H22 1.011, H23 1.015
9 H -0.2834 1.8923 -2.3704  C1 1.080
10 H -1.5476 0.9095 -3.1072  C1 1.105
11 H -2.0317 2.1731 -2.4882  C1 1.107
12 H -1.6408 1.4601 -0.0381  C2 1.090
13 H -3.0454 -0.3182 -1.8996  N3 1.027
14 H -3.7017 0.6919 -0.8090  N3 1.022
15 H -2.8955 -0.7338 -0.3120  N3 1.017
16 H -0.7274 -1.0022 0.2320  C4 1.098
17 H -0.0867 -0.7328 -1.3457  C4 1.093
18 H 0.1839 1.2422 0.9975  C5 1.096
19 H 0.9932 1.3532 -0.5235  C5 1.078
20 H 2.7261 0.3583 0.5443  N6 1.010
21 H 0.7414 -1.1070 2.1708  C7 1.086
22 H 3.6543 -1.4976 1.9524  N8 1.011
23 H 2.4937 -2.4507 2.7658  N8 1.015

Gap between HOMO and LUMO: 0.428 hartree
SMILES: C[C@@H]([NH3+])CC/[NH+]=C/N
Net charge: +2
E_HOMO: -18.379 eV

=====

Energy above the most stable structure, in kcal/mol: version P 55.1; version Q 0.0

=====

Version P
Computed, not measured: a 2-piece molecular cluster, C5H15N3 overall, with ωB97M-V/def2-TZVPD.

Each atom is followed by the atoms it is bonded to, with distances in Å.
Atoms and positions in Å:
1 C 1.1725 0.1589 -0.5522  N6 1.265, N7 1.300
2 C -1.1704 -1.8555 0.3040  C5 1.452, H9 1.073, H10 1.008, H11 1.160
3 C -2.2158 0.4172 0.4141  C5 1.433, H12 1.132, H13 1.111, H14 1.125
4 C 2.1347 2.0066 -1.7775  N6 1.439, H15 1.079, H16 1.069, H17 1.155
5 C -1.2924 -0.5501 0.9291  C2 1.452, C3 1.433, N8 1.455
6 N 1.2196 1.3851 -0.8578  C1 1.265, C4 1.439, H18 1.004
7 N 1.7898 -0.9045 -0.9744  C1 1.300, H19 0.981, H20 0.985
8 N -0.7303 -0.4943 2.2698  C5 1.455, H21 1.054, H22 1.022, H23 1.085
9 H -1.2125 -1.8055 -0.7668  C2 1.073
10 H -0.2732 -2.3009 0.4176  C2 1.008
11 H -1.8213 -2.6827 0.7918  C2 1.160
12 H -2.1175 1.4463 0.8747  C3 1.132
13 H -3.2822 0.1111 0.4742  C3 1.111
14 H -2.0585 0.5978 -0.6849  C3 1.125
15 H 1.7966 3.0301 -1.8340  C4 1.079
16 H 3.1549 1.9062 -1.4761  C4 1.069
17 H 2.0152 1.6311 -2.8630  C4 1.155
18 H 0.3687 1.8303 -0.5640  N6 1.004
19 H 1.7074 -1.7956 -0.5718  N7 0.981
20 H 2.6759 -0.9166 -1.4035  N7 0.985
21 H -1.3167 -0.8566 3.0668  N8 1.054
22 H -0.8421 0.4808 2.5563  N8 1.022
23 H 0.2977 -0.8393 2.2279  N8 1.085

Gap between HOMO and LUMO (spin up / spin down): 0.369 / 0.248 hartree
Net charge: +2
E_HOMO (spin up / spin down): -18.677 / -16.704 eV

=====

Version Q
Computed, not measured: an isolated ion of composition C5H15N3 and charge +2, with ωB97M-V/def2-TZVPD.

Each atom is followed by the atoms it is bonded to, with distances in Å.
Atoms and positions in Å:
1 C 1.9982 -0.5996 -0.7991  C2 1.453, H9 1.098, H10 1.019, H11 1.023
2 C 1.3224 -0.2512 0.4395  C1 1.453, N3 1.318, N4 1.390
3 N 2.0269 -0.1712 1.5506  C2 1.318, H12 0.978, H13 1.006
4 N -0.0617 -0.1388 0.4997  C2 1.390, C5 1.468, N6 1.440
5 C -0.6354 0.2505 1.7934  N4 1.468, H14 1.078, H15 1.095, H16 1.083
6 N -0.8397 -0.0441 -0.7081  N4 1.440, C7 1.466, C8 1.465, H17 1.067
7 C -2.1818 -0.6331 -0.7266  N6 1.466, H18 1.088, H19 1.092, H20 1.066
8 C -0.6684 1.2876 -1.2950  N6 1.465, H21 1.109, H22 1.039, H23 1.014
9 H 1.5453 -1.5289 -1.1703  C1 1.098
10 H 3.0140 -0.6728 -0.7797  C1 1.019
11 H 1.9127 0.1917 -1.4416  C1 1.023
12 H 2.9627 -0.4558 1.5238  N3 0.978
13 H 1.6476 0.0885 2.4459  N3 1.006
14 H -0.5508 -0.6372 2.3992  C5 1.078
15 H -1.6752 0.5017 1.5577  C5 1.095
16 H -0.1707 1.0730 2.3221  C5 1.083
17 H -0.1946 -0.7264 -1.2139  N6 1.067
18 H -2.3276 -1.4637 -0.0384  C7 1.088
19 H -2.8492 0.0634 -0.2147  C7 1.092
20 H -2.3562 -0.8013 -1.7643  C7 1.066
21 H -1.5278 1.9243 -1.0029  C8 1.109
22 H 0.2701 1.6863 -1.0952  C8 1.039
23 H -0.6609 1.0572 -2.2822  C8 1.014

Gap between HOMO and LUMO: 0.430 hartree
SMILES: C/C(N)=[N+](/C)[NH+](C)C
Net charge: +2
E_HOMO: -19.682 eV

=====

Version R
Computed, not measured: a 2-piece molecular cluster, C5H15N3 overall, with ωB97M-V/def2-TZVPD.

Each atom is followed by the atoms it is bonded to, with distances in Å.
Atoms and positions in Å:
1 C -0.5576 -3.1124 0.2901  N6 1.364, N7 1.727, H9 1.120, H10 1.149
2 C 0.9953 -1.5989 0.3759  N6 1.365, N8 1.514, H11 1.070, H12 1.134
3 C 1.2491 2.9649 0.1033  C5 1.386, H13 1.149, H14 1.016, H15 1.085
4 C -0.7078 2.5234 -1.3835  C5 1.395, H16 1.223, H17 1.101, H18 1.026
5 C 0.2240 2.1815 -0.4035  C3 1.386, C4 1.395, H19 1.058
6 N 0.6255 -2.8057 0.8963  C1 1.364, C2 1.365, H20 0.993
7 N -1.2507 -1.5322 0.2195  C1 1.727, N8 1.414, H21 0.965, H22 1.085
8 N -0.1855 -0.6736 0.5771  C2 1.514, N7 1.414, H23 1.052
9 H -0.4725 -3.4585 -0.7717  C1 1.120
10 H -1.2794 -3.9067 0.7014  C1 1.149
11 H 1.9472 -1.2675 0.7351  C2 1.070
12 H 1.1548 -1.8227 -0.7244  C2 1.134
13 H 0.9647 3.1310 1.2038  C3 1.149
14 H 2.0957 2.4177 0.2343  C3 1.016
15 H 1.3319 3.9796 -0.2726  C3 1.085
16 H -0.3853 1.6192 -2.1408  C4 1.223
17 H -0.8916 3.5269 -1.7969  C4 1.101
18 H -1.7111 2.3553 -1.2525  C4 1.026
19 H 0.1405 1.1928 -0.0357  C5 1.058
20 H 0.5833 -2.8698 1.8865  N6 0.993
21 H -2.0636 -1.4062 0.7240  N7 0.965
22 H -1.5864 -1.1280 -0.7294  N7 1.085
23 H -0.2204 -0.3099 1.5638  N8 1.052

Gap between HOMO and LUMO: 0.341 hartree
Net charge: +2
E_HOMO: -18.409 eV

=====

Energy above the most stable structure, in kcal/mol: version P 40.7; version Q 0.0; version R 51.7

=====

Version P
Computed, not measured: an isolated ion of composition C4H11N4 and charge +1, with ωB97M-V/def2-TZVPD.

Each atom is followed by the atoms it is bonded to, with distances in Å.
Atoms and positions in Å:
1 C 0.7924 -2.7471 2.2065  N2 1.471, H9 1.040, H10 1.075, H11 1.180
2 N 0.6303 -2.1293 0.8814  C1 1.471, C3 1.411, H12 1.007
3 C 0.4744 -0.7412 0.6823  N2 1.411, N4 1.468, H13 1.146, H14 1.142
4 N 0.2537 -0.3080 -0.7033  C3 1.468, C5 1.306
5 C -0.1525 0.8894 -1.0298  N4 1.306, C6 1.518, N7 1.358
6 C -0.1274 1.3088 -2.4881  C5 1.518, H15 1.057, H16 1.081, H17 1.005
7 N -0.6730 1.7376 -0.1057  C5 1.358, N8 1.268
8 N -1.2062 2.8484 -0.4042  N7 1.268, H18 1.012, H19 0.989
9 H 0.1478 -2.4932 2.9826  C1 1.040
10 H 0.6988 -3.7820 1.9300  C1 1.075
11 H 1.8816 -2.4815 2.5759  C1 1.180
12 H -0.1438 -2.4955 0.3516  N2 1.007
13 H 1.2964 -0.2390 1.3040  C3 1.146
14 H -0.5210 -0.4831 1.1782  C3 1.142
15 H -0.1289 0.4021 -3.0322  C6 1.057
16 H 0.6593 2.0453 -2.5771  C6 1.081
17 H -0.9210 1.8257 -2.8235  C6 1.005
18 H -1.9726 3.2663 0.1084  N8 1.012
19 H -0.9883 3.5762 -1.0369  N8 0.989

Gap between HOMO and LUMO (spin up / spin down): 0.270 / 0.192 hartree
SMILES: CNC/N=C(/C)N=[NH2+]
Net charge: +1
E_HOMO (spin up / spin down): -13.478 / -12.362 eV

=====

Version Q
Computed, not measured: an isolated ion of composition C4H11N4 and charge +1, with ωB97M-V/def2-TZVPD.

Each atom is followed by the atoms it is bonded to, with distances in Å.
Atoms and positions in Å:
1 C 1.6189 -0.1589 0.9890  N2 1.457, H9 1.224, H10 1.161, H11 1.175
2 N 0.3678 0.2268 0.3506  C1 1.457, C3 1.456, N7 1.431
3 C -0.8923 -0.2050 0.9383  N2 1.456, N4 1.382, C5 1.356
4 N -1.0033 -0.1155 2.3129  C3 1.382, H12 0.993, H13 0.970
5 C -1.7241 -0.6409 -0.0406  C3 1.356, C6 1.506, H14 1.022
6 C -1.1321 -0.4497 -1.4125  C5 1.506, N7 1.522, H15 1.111, H16 1.062
7 N 0.2621 0.0512 -1.0652  N2 1.431, C6 1.522, N8 1.409, H17 1.019
8 N 0.5924 1.2548 -1.7199  N7 1.409, H18 1.006, H19 1.022
9 H 2.4518 0.6034 0.5167  C1 1.224
10 H 1.6762 0.0986 2.1196  C1 1.161
11 H 1.8554 -1.2547 0.6377  C1 1.175
12 H -1.9509 -0.1349 2.6099  N4 0.993
13 H -0.2221 0.3409 2.6638  N4 0.970
14 H -2.6403 -1.0839 0.0496  C5 1.022
15 H -0.9970 -1.4601 -1.8534  C6 1.111
16 H -1.6032 0.3848 -1.8700  C6 1.062
17 H 1.0382 -0.5124 -1.4099  N7 1.019
18 H 1.0276 1.2546 -2.6265  N8 1.006
19 H 1.2749 1.8011 -1.1901  N8 1.022

Gap between HOMO and LUMO: 0.331 hartree
SMILES: CN1C(N)=CC[N@H+]1N
Net charge: +1
E_HOMO: -12.170 eV

=====

Energy above the most stable structure, in kcal/mol: version P 26.1; version Q 0.0